(1)
{"formula": "C20H48BF4N4O6", "method": "ωB97M-V/def2-TZVPD", "orbital_gap_ev": 9.43, "total_charge": -1, "e_tot_ev": -51309.237, "lumo_energy_ev": 2.52, "homo_energy_ha": -0.2539, "symbols": ["F", "F", "F", "F", "O", "O", "O", "O", "O", "O", "N", "N", "N", "N", "C", "C", "C", "C", "C", "C", "C", "C", "C", "C", "C", "C", "C", "C", "C", "C", "C", "C", "C", "C", "B", "H", "H", "H", "H", "H", "H", "H", "H", "H", "H", "H", "H", "H", "H", "H", "H", "H", "H", "H", "H", "H", "H", "H", "H", "H", "H", "H", "H", "H", "H", "H", "H", "H", "H", "H", "H", "H", "H", "H", "H", "H", "H", "H", "H", "H", "H", "H", "H"], "coordinates": [[61.463, 38.380, 54.120], [61.862, 36.183, 54.435], [63.578, 37.470, 53.677], [62.999, 37.764, 55.856], [60.929, 40.513, 55.712], [65.616, 36.088, 52.944], [62.291, 34.168, 58.777], [59.053, 35.859, 53.380], [65.675, 37.938, 55.972], [62.899, 33.753, 54.511], [57.127, 36.996, 57.927], [62.163, 39.735, 51.067], [64.036, 42.092, 56.064], [58.911, 39.077, 48.975], [61.555, 37.112, 50.898], [63.181, 32.106, 52.755], [59.134, 33.743, 54.407], [61.994, 38.548, 51.057], [57.985, 37.629, 57.560], [58.933, 39.583, 49.995], [59.092, 40.141, 51.493], [66.980, 34.134, 53.521], [66.003, 35.275, 53.982], [64.049, 41.564, 54.957], [67.444, 37.918, 57.643], [58.402, 34.888, 54.116], [62.653, 35.362, 57.868], [58.879, 38.573, 56.962], [59.970, 40.948, 54.810], [59.053, 42.032, 55.403], [63.946, 40.912, 53.594], [66.049, 37.587, 57.240], [62.598, 33.446, 53.162], [62.830, 36.519, 58.868], [62.518, 37.439, 54.537], [67.548, 33.531, 54.144], [62.610, 31.153, 53.155], [58.295, 42.482, 54.746], [61.880, 36.789, 59.255], [58.782, 33.104, 55.257], [62.336, 34.630, 54.746], [64.396, 40.020, 53.695], [67.612, 34.593, 52.900], [64.751, 37.928, 55.979], [62.919, 40.626, 53.376], [67.731, 37.376, 58.501], [58.164, 35.096, 55.187], [60.162, 34.139, 54.650], [64.155, 32.005, 52.995], [63.628, 36.289, 59.655], [59.522, 38.790, 57.744], [61.616, 33.478, 52.965], [65.249, 35.095, 54.657], [63.089, 34.325, 52.609], [68.022, 37.533, 56.719], [58.600, 41.656, 56.217], [59.651, 39.459, 52.135], [59.491, 40.292, 54.308], [59.891, 35.784, 53.648], [59.576, 40.994, 51.650], [61.913, 35.449, 57.107], [58.433, 39.523, 56.465], [67.888, 39.018, 57.525], [62.641, 33.221, 58.457], [61.265, 39.705, 55.309], [59.592, 42.841, 55.778], [57.983, 40.041, 51.721], [66.484, 33.430, 52.908], [63.072, 32.168, 51.665], [66.545, 35.869, 54.770], [57.379, 34.755, 53.671], [59.384, 33.077, 53.603], [61.413, 36.615, 51.937], [64.539, 41.473, 52.929], [60.382, 41.256, 53.872], [62.121, 36.605, 50.345], [60.490, 36.905, 50.447], [65.297, 37.626, 58.006], [63.569, 35.323, 57.396], [59.503, 37.945, 56.131], [64.693, 36.366, 53.071], [66.136, 36.470, 57.095], [63.245, 37.418, 58.246]], "forces_ev_per_a": [[1.22, -0.60, 0.54], [-0.01, 0.22, 0.53], [-0.10, 0.39, -0.37], [-1.15, -0.51, -1.19], [-0.18, -0.13, 0.31], [-0.40, 0.07, -1.40], [1.62, -1.56, -2.14], [-4.49, 0.68, -1.69], [1.79, 1.93, -0.91], [-2.30, 2.10, 1.54], [-1.90, -1.96, 1.27], [-0.47, -5.47, 0.09], [0.29, -3.28, -7.02], [-0.38, -0.44, -1.15], [-6.59, 3.26, 5.75], [-4.28, -0.73, -0.80], [4.22, -4.06, 0.69], [-0.55, 3.86, -0.70], [0.11, 1.72, -1.52], [1.91, 1.59, 3.93], [-4.17, -5.54, -2.67], [-3.99, 0.53, 0.63], [3.62, 0.33, 1.88], [-0.70, 2.86, 5.82], [2.38, 2.50, -4.11], [-5.25, 2.03, 1.12], [-0.81, -1.18, 3.65], [0.82, -0.83, -3.81], [1.89, 5.49, 1.68], [1.03, -0.08, -2.90], [-1.38, 2.15, 2.61], [0.54, -3.62, 0.41], [4.71, 1.42, 0.74], [1.83, 0.93, -1.74], [-1.12, 1.00, 0.45], [0.80, -0.55, 2.20], [0.88, 2.07, -0.69], [0.25, -0.58, -0.20], [-0.65, 0.36, 0.87], [0.18, 0.81, -0.66], [2.20, -2.99, -0.79], [1.92, -3.38, 0.37], [2.74, 1.95, -2.47], [-2.36, 0.16, -0.49], [-0.06, 0.83, -0.42], [0.51, -0.25, 1.05], [-0.26, 1.76, -0.52], [-0.71, -0.66, 0.53], [3.29, -0.19, 0.83], [-1.40, 0.09, -1.03], [1.78, 1.14, 1.08], [-3.83, 0.06, -0.66], [-2.58, -1.83, 0.74], [-0.52, -1.43, -0.17], [-0.41, -0.04, 1.55], [-1.97, -1.49, 2.89], [-0.26, -0.66, -0.51], [-4.36, -5.94, -1.78], [5.53, 0.24, 1.39], [1.34, 4.08, -0.27], [-0.89, 0.37, -0.21], [0.53, -1.98, 1.11], [-1.64, -1.83, 1.15], [-1.02, 3.57, 0.51], [0.38, -0.26, 0.23], [1.38, 1.39, 0.44], [1.46, 0.91, 0.68], [-1.01, -0.80, -0.84], [0.20, -0.71, 0.01], [0.65, 0.12, -0.98], [0.95, -0.16, 0.08], [-0.22, -0.55, -0.83], [0.75, 0.95, -1.62], [-0.02, 0.81, -1.25], [1.57, 1.81, -0.60], [5.19, -4.00, -4.25], [1.79, 1.43, 0.68], [-0.50, 1.05, 0.36], [2.12, -1.15, -1.08], [-1.35, 1.77, 1.85], [0.73, -0.13, 0.02], [0.04, 0.18, 0.98], [-0.94, -1.44, 1.21]], "lowdin_charge": [0.052, 0.090, 0.171, 0.101, -0.047, -0.053, -0.172, 0.004, -0.040, -0.137, 0.125, 0.147, 0.088, 0.096, -0.028, -0.067, -0.123, -0.198, -0.328, -0.239, -0.042, -0.034, -0.319, -0.210, -0.100, -0.399, -0.234, -0.065, -0.349, -0.034, -0.047, -0.390, -0.342, -0.090, -1.147, 0.047, 0.117, 0.088, 0.045, 0.114, 0.102, 0.020, 0.022, 0.010, 0.050, 0.047, 0.117, 0.087, 0.012, 0.101, 0.048, 0.040, 0.069, 0.133, 0.092, 0.012, 0.044, 0.020, -0.032, 0.002, 0.082, 0.107, 0.113, 0.131, 0.041, 0.057, 0.097, 0.046, 0.076, 0.100, 0.137, 0.070, 0.094, 0.067, 0.094, -0.026, 0.127, 0.086, 0.064, 0.143, 0.049, 0.114, 0.081]}


(2)
{"formula": "C20H48F6N3O8", "method": "ωB97M-V/def2-TZVPD", "orbital_gap_ev": 6.97, "total_charge": -1, "e_tot_ev": -58668.789, "lumo_energy_ev": 2.38, "homo_energy_ha": -0.1687, "symbols": ["F", "F", "F", "F", "F", "F", "O", "O", "O", "O", "O", "O", "O", "O", "N", "N", "N", "C", "C", "C", "C", "C", "C", "C", "C", "C", "C", "C", "C", "C", "C", "C", "C", "C", "C", "C", "C", "H", "H", "H", "H", "H", "H", "H", "H", "H", "H", "H", "H", "H", "H", "H", "H", "H", "H", "H", "H", "H", "H", "H", "H", "H", "H", "H", "H", "H", "H", "H", "H", "H", "H", "H", "H", "H", "H", "H", "H", "H", "H", "H", "H", "H", "H", "H", "H"], "coordinates": [[5.328, 0.000, -0.038], [-4.360, -3.794, 0.038], [4.775, -0.361, 2.057], [4.210, -1.565, 0.405], [-2.759, -5.169, -0.173], [-3.768, -4.490, -1.948], [-1.484, -2.685, 0.310], [0.725, -4.683, 1.436], [0.939, 6.298, 1.262], [-1.896, 0.768, 3.416], [-0.336, -0.142, -0.786], [-2.635, -1.713, -1.294], [2.825, 1.086, -0.682], [1.783, -0.127, 1.052], [1.522, -3.329, -1.232], [-2.111, 1.664, -0.183], [0.453, 2.935, -0.212], [2.906, 0.115, -1.890], [3.639, -4.616, -1.224], [-2.252, 1.836, 4.266], [-1.355, 1.020, 2.107], [1.977, 0.680, -3.047], [1.561, 4.881, -1.191], [0.227, -6.046, 1.428], [-2.220, -3.001, -0.868], [-2.470, 1.683, 1.175], [2.109, -4.442, 0.919], [-3.647, -1.583, -2.308], [3.021, 0.394, 0.633], [4.343, -0.384, 0.800], [0.068, 7.271, 1.747], [1.250, 4.149, 0.107], [-3.326, -4.054, -0.723], [-3.479, -0.154, -2.722], [2.231, -4.458, -0.636], [0.383, 4.978, 1.026], [-3.807, 0.885, 1.157], [1.641, -5.306, -0.984], [-1.019, 0.061, 1.713], [-3.637, -0.191, 1.148], [0.922, -6.818, 1.762], [-0.436, 1.595, 2.001], [-0.800, -0.972, -0.919], [-1.362, 1.995, 4.876], [-2.568, 2.739, 3.745], [-2.673, 2.712, 1.473], [0.693, 4.915, -1.849], [-3.486, -2.161, -3.218], [2.419, -0.837, -1.679], [-3.573, 0.553, -1.897], [-0.604, 6.890, 2.516], [-4.417, 1.155, 0.296], [-4.288, 1.140, 2.102], [3.894, -0.202, -2.223], [-4.631, -1.778, -1.882], [-0.561, 7.588, 0.914], [1.805, 5.923, -0.985], [0.664, -3.189, -0.717], [-4.231, 0.162, -3.445], [2.512, 1.525, -3.480], [-2.803, 1.893, -0.882], [2.425, 4.521, -1.750], [2.143, 3.872, 0.669], [1.794, -0.060, -3.826], [-1.569, 2.516, -0.200], [0.555, 2.318, 0.581], [4.462, -4.572, -0.510], [-1.553, -3.369, -1.648], [2.138, -2.602, -0.895], [-2.495, -0.047, -3.177], [0.320, 4.480, 1.994], [1.039, 1.176, -2.795], [3.779, -5.553, -1.762], [0.665, 8.070, 2.186], [2.308, -3.486, 1.404], [0.473, -0.272, -0.286], [-2.978, 1.743, 5.074], [-0.900, 0.490, -0.334], [-0.647, 5.122, 0.702], [0.096, -6.285, 0.373], [-0.724, -6.092, 1.958], [3.175, 1.311, 1.201], [3.801, -3.921, -2.048], [2.843, -5.070, 1.425], [1.022, 2.471, -0.906]], "forces_ev_per_a": [[1.15, 2.20, 0.21], [-0.98, 0.78, 0.17], [0.32, 0.23, 0.43], [-1.35, -5.92, -0.38], [0.00, 0.23, -0.22], [-0.35, 0.43, 0.20], [-1.61, -1.29, -2.89], [1.54, -0.90, -0.03], [0.99, -1.16, -0.20], [-0.46, -0.58, -0.43], [1.22, -0.24, -1.98], [-1.61, -0.05, -1.24], [1.68, -3.18, -2.42], [2.64, -0.29, -1.45], [1.20, 0.37, 0.02], [2.74, 1.54, -1.44], [0.79, 0.92, 0.15], [-2.96, 1.03, 0.73], [0.19, -0.19, -0.35], [1.59, 0.94, 0.12], [-1.79, 0.59, -0.63], [1.84, 0.92, 0.40], [0.35, 0.81, 0.07], [0.81, 1.17, -1.53], [2.84, 1.74, 3.45], [-2.31, -2.13, 1.23], [-1.30, -0.22, 0.82], [0.74, 0.82, 0.52], [-3.95, 2.49, 0.75], [-1.11, 2.31, -1.10], [-0.36, -0.52, -0.15], [-0.78, -0.03, -0.55], [1.58, -1.42, 0.09], [-0.53, 0.89, -0.50], [-1.22, -1.08, 0.45], [-0.09, 1.58, 1.04], [0.59, 0.28, 1.86], [0.11, -0.49, 0.28], [-0.62, -0.37, 0.19], [0.18, -0.01, -0.12], [0.34, 0.21, 0.69], [0.06, 0.54, 1.05], [-1.14, -1.56, 0.48], [0.37, 0.88, -0.09], [0.30, 0.13, -0.22], [-0.02, 0.12, 0.54], [-0.12, -0.28, 0.01], [0.11, -0.66, 0.25], [-0.01, 0.07, 0.88], [0.08, -0.39, 0.06], [-0.06, -0.16, 0.30], [-0.06, 0.20, 0.18], [-0.64, -0.29, -0.11], [0.30, 0.94, 0.10], [-0.11, -0.19, -0.06], [-0.17, 0.60, 0.01], [-0.01, 0.07, 0.20], [-0.66, -0.02, 0.42], [-0.06, -0.12, -0.27], [0.26, -0.03, -0.49], [-0.70, -0.49, 0.49], [-0.13, -0.53, 0.10], [0.33, 0.16, -0.20], [0.09, -0.08, 0.13], [1.27, -0.04, -1.13], [0.06, -0.41, 0.22], [-0.09, 0.34, 0.12], [0.03, -0.67, -0.48], [-0.29, 1.07, -0.18], [0.02, 0.19, 0.04], [-0.06, -0.22, 0.24], [-0.14, -0.70, 0.77], [-0.29, -0.42, 0.32], [-0.11, 0.11, -0.27], [0.01, 0.51, -0.72], [2.31, -0.37, 1.72], [-0.73, -1.44, -0.60], [-2.03, 1.56, 0.32], [-0.10, -0.25, -0.62], [-0.62, -0.32, -0.13], [0.20, 0.23, -0.04], [0.52, 0.29, 0.50], [0.01, 0.56, 0.36], [-0.09, -0.85, -0.16], [0.00, -0.48, -0.28]], "lowdin_charge": [0.119, 0.171, 0.161, 0.201, 0.101, 0.086, -0.222, -0.205, -0.210, -0.166, 0.229, -0.143, -0.153, -0.222, 0.058, 0.006, 0.059, -0.165, -0.061, -0.121, -0.122, -0.077, -0.050, -0.104, -0.445, -0.400, -0.133, -0.251, -0.393, -0.673, -0.135, -0.393, -0.560, -0.084, -0.420, -0.181, -0.032, 0.116, 0.122, 0.090, 0.068, 0.096, 0.095, 0.081, 0.075, 0.121, 0.081, 0.118, 0.064, 0.037, 0.080, 0.068, 0.067, 0.104, 0.119, 0.084, 0.067, 0.042, 0.073, 0.054, 0.081, 0.076, 0.141, 0.068, 0.054, 0.045, 0.068, 0.135, 0.028, 0.085, 0.123, 0.049, 0.061, 0.087, 0.116, 0.069, 0.078, 0.035, 0.119, 0.065, 0.084, 0.122, 0.067, 0.105, 0.050]}


(3)
{"formula": "C20H48I2N4O", "method": "ωB97M-V/def2-TZVPD", "orbital_gap_ev": 8.32, "total_charge": 0, "e_tot_ev": -45722.841, "lumo_energy_ev": 0.28, "homo_energy_ha": -0.2952, "smiles": "CCN[C@@H](N)[C@H](OCI)[C@H](I)CC.CCN(CC)CC.CCN(CC)CC", "symbols": ["I", "I", "O", "N", "N", "N", "N", "C", "C", "C", "C", "C", "C", "C", "C", "C", "C", "C", "C", "C", "C", "C", "C", "C", "C", "C", "C", "H", "H", "H", "H", "H", "H", "H", "H", "H", "H", "H", "H", "H", "H", "H", "H", "H", "H", "H", "H", "H", "H", "H", "H", "H", "H", "H", "H", "H", "H", "H", "H", "H", "H", "H", "H", "H", "H", "H", "H", "H", "H", "H", "H", "H", "H", "H", "H"], "coordinates": [[5.458, -1.286, -3.584], [1.009, -3.667, -0.659], [2.967, -1.124, -1.884], [1.033, 1.001, -2.395], [-0.369, 0.205, -0.414], [-1.853, -6.288, 2.833], [0.973, 6.598, -1.980], [2.140, -0.625, -0.736], [-1.104, -7.205, 1.966], [1.680, 7.690, -2.654], [-0.550, 1.686, -0.169], [1.024, 5.331, -2.717], [-2.632, -5.294, 2.090], [1.326, -1.528, 1.751], [0.727, -0.105, -1.408], [-1.399, 7.491, -2.327], [-3.164, -4.156, 2.956], [1.983, -1.896, 0.288], [-0.329, 6.928, -1.397], [-1.909, -8.135, 1.064], [-3.832, -7.650, 3.715], [0.718, 2.403, 0.622], [0.335, 5.279, -4.077], [1.481, -2.756, 2.865], [1.901, 8.917, -1.774], [4.385, -0.784, -1.692], [-2.520, -6.916, 3.976], [2.079, 5.069, -2.865], [-1.244, -8.590, 0.320], [-2.360, -8.954, 1.627], [-0.446, -6.604, 1.328], [-1.012, 8.266, -2.996], [0.640, 4.371, -4.609], [2.413, 8.650, -0.843], [-4.352, -7.817, 4.665], [2.674, 7.335, -2.955], [1.733, -0.524, 2.224], [-3.470, -5.753, 1.553], [0.737, 2.186, 1.772], [-1.256, -0.131, -0.879], [3.093, -2.272, 0.518], [-3.664, -8.631, 3.268], [0.328, -1.023, -2.060], [-1.862, 6.710, -2.931], [-0.423, -7.809, 2.578], [-3.917, -4.503, 3.670], [0.959, 9.416, -1.524], [-1.825, -7.604, 4.472], [-1.987, -4.836, 1.329], [-2.198, 7.948, -1.732], [-2.710, -6.140, 4.729], [-0.736, 6.046, -0.888], [2.525, 9.646, -2.302], [0.149, -1.364, 1.644], [0.597, 6.130, -4.713], [1.768, 2.135, 0.180], [-2.696, -7.610, 0.516], [0.574, 3.580, 0.500], [-3.641, -3.399, 2.324], [-4.511, -7.084, 3.071], [1.575, 1.787, -1.974], [4.915, -1.450, -0.873], [-0.891, 2.296, -1.137], [1.990, -3.717, 2.432], [-1.474, 1.785, 0.580], [-0.751, 5.237, -3.978], [0.624, 4.527, -2.088], [-0.169, 7.652, -0.588], [2.751, 0.225, -0.187], [0.399, -3.044, 3.259], [2.092, -2.301, 3.784], [4.549, 0.367, -1.555], [-2.355, -3.668, 3.510], [0.142, 1.353, -2.858], [1.168, 8.000, -3.573]], "forces_ev_per_a": [[-0.70, 0.28, 1.11], [0.46, 1.16, 0.61], [1.29, 1.43, 1.80], [-0.75, -0.28, 0.51], [-0.21, 0.88, -1.34], [0.32, -0.17, -0.04], [0.05, -0.42, 0.05], [-0.15, -0.73, -0.27], [0.09, 0.32, 0.00], [-0.06, -0.04, 0.24], [-0.90, 0.87, 1.39], [0.28, 0.18, 0.10], [0.12, -0.01, 0.23], [-1.59, -0.65, 0.27], [0.39, -0.67, -1.24], [-0.36, 0.06, -0.07], [-0.08, -0.04, 0.10], [1.48, 1.32, 1.54], [0.25, 0.28, 0.22], [-0.02, -0.32, -0.19], [-0.25, -0.26, 0.10], [-0.36, 0.83, -0.43], [-0.16, -0.23, -0.26], [-0.21, 0.85, 0.41], [-0.10, 0.05, 0.07], [-0.32, -0.15, 0.26], [0.00, 0.41, 0.12], [-0.02, 0.19, 0.06], [-0.07, 0.06, 0.08], [-0.06, 0.08, -0.08], [-0.14, 0.13, 0.10], [0.01, -0.09, 0.06], [-0.01, 0.10, 0.05], [-0.12, -0.02, -0.12], [0.05, 0.02, -0.10], [-0.24, -0.24, 0.01], [-0.48, -2.02, -1.32], [-0.14, 0.02, -0.10], [-0.18, 0.15, -2.27], [1.29, 0.49, 0.90], [-2.43, 0.71, -0.69], [-0.09, 0.10, -0.06], [1.06, 1.89, 1.50], [0.06, 0.12, -0.06], [-0.18, 0.12, 0.13], [0.10, 0.06, -0.04], [0.11, -0.05, 0.01], [0.09, 0.11, -0.29], [0.10, -0.31, 0.08], [0.09, -0.05, -0.06], [0.03, 0.02, -0.20], [0.24, -0.06, -0.18], [-0.11, -0.13, 0.04], [2.75, -0.19, -0.12], [-0.03, -0.07, 0.10], [-2.06, 0.47, 0.78], [0.06, -0.03, 0.09], [0.39, -2.51, 0.27], [0.07, -0.14, 0.05], [0.10, -0.03, 0.03], [-0.98, -0.88, -0.45], [-1.17, 1.51, -1.59], [1.10, -1.17, 2.00], [-0.89, 1.93, 0.86], [1.95, -0.27, -1.63], [0.07, 0.09, -0.06], [-0.08, 0.19, 0.11], [0.12, -0.05, -0.16], [-1.41, -1.58, -0.92], [2.41, 0.49, -0.85], [-1.23, -1.35, -1.98], [-0.34, -2.25, -0.10], [-0.07, -0.13, -0.04], [1.74, -0.55, 0.99], [0.01, 0.10, -0.13]], "lowdin_charge": [0.661, 0.757, -0.330, 0.021, -0.065, -0.188, -0.189, -0.296, -0.250, -0.271, -0.272, -0.255, -0.270, -0.297, -0.349, -0.089, -0.091, -0.605, -0.251, -0.092, -0.091, -0.110, -0.089, -0.153, -0.094, -0.612, -0.251, 0.110, 0.072, 0.054, 0.095, 0.069, 0.072, 0.079, 0.073, 0.118, 0.112, 0.097, 0.078, 0.118, 0.100, 0.054, 0.131, 0.054, 0.112, 0.064, 0.064, 0.114, 0.101, 0.074, 0.101, 0.109, 0.073, 0.099, 0.069, 0.053, 0.068, 0.081, 0.073, 0.068, 0.062, 0.079, 0.103, 0.059, 0.124, 0.055, 0.091, 0.102, 0.145, 0.073, 0.081, 0.077, 0.069, 0.092, 0.097]}